The following is a quantum chemistry calculation of C4H6O2 as an isolated structure, from the Open Molecules 2025 dataset.

The geometry in XYZ format:
```
12
C4H6O2, DFT the ωB97M-V functional and the def2-TZVPD basis
C -0.71312 0.09995 0.36653
C 0.35539 -0.92294 -0.05722
C 1.72674 -0.64050 -0.00153
C -0.51654 1.49587 -0.09528
H -1.90933 -0.91166 -0.80187
H -0.73012 0.24095 1.49265
H -0.21680 -2.03438 -0.60391
H 2.27881 0.36728 0.56950
H 2.51753 -1.44036 -0.25645
H -1.41086 2.11588 -0.54377
O -2.07566 -0.31714 0.01210
O 0.69395 1.94706 -0.08074
```

As for the net charge: 0. The calculation puts the LUMO energy at 0.3 eV. The orbital gap is 10.1500 eV. The calculation puts the total energy at -8336.283 eV. For the energy relative to the best compared isomer or geometry (same formula, charge and spin), the calculation gives 403.1 kJ/mol. The largest force on an atom is 6.1 eV/A. The value obtained for the HOMO energy is -9.84 eV.

=====

The following is a quantum chemistry calculation of C37H55F5N7O5Si2SnTe2 as an isolated structure, from the Open Molecules 2025 dataset.

The geometry in XYZ format:
```
114
C37H55F5N7O5Si2SnTe2, DFT the ωB97M-V functional and the def2-TZVPD basis
Sn 0.35577 0.12746 1.61632
C 3.45577 2.56462 4.27923
O 2.13257 2.58151 4.89563
C 1.30483 2.03377 4.03448
N 1.76458 1.63017 2.91132
C 3.23807 1.77401 2.96102
C 3.95498 0.43915 2.99097
C 3.33113 -0.73612 3.38946
C 4.05337 -1.91929 3.47895
C 5.40224 -1.93355 3.16584
C 6.02756 -0.76521 2.75046
C 5.30676 0.41482 2.66482
C -0.10248 1.85519 4.42116
C -0.60853 2.31503 5.62460
C -1.92710 2.02042 5.93494
C -2.68308 1.28684 5.03141
C -2.09318 0.89041 3.84017
N -0.82576 1.16304 3.53823
C -2.85305 0.15179 2.81297
N -2.39074 -0.15437 1.65724
C -3.53169 -0.75642 0.89783
C -4.62588 -0.90272 1.98113
O -4.09208 -0.18659 3.12039
C -4.00838 0.12969 -0.23840
C -4.04696 -0.36082 -1.53921
C -4.60585 0.40003 -2.55859
C -5.12185 1.66000 -2.28681
C -5.06871 2.16423 -0.99337
C -4.50921 1.40417 0.02546
H 3.77913 3.59198 4.13382
H 4.13716 2.06126 4.95713
H 3.56449 2.33872 2.08933
H 2.28973 -0.73340 3.67797
H 3.56510 -2.82489 3.81598
H 5.96709 -2.85377 3.23775
H 7.07822 -0.77680 2.49181
H 5.80026 1.32672 2.34357
H 0.02539 2.87129 6.30150
H -2.35859 2.34903 6.87118
H -3.71238 1.02471 5.23260
H -3.23147 -1.72028 0.49188
H -5.56521 -0.44108 1.69580
H -4.80921 -1.93049 2.28458
H -3.67417 -1.35625 -1.74672
H -4.66000 0.00003 -3.56472
H -5.58730 2.23969 -3.07426
H -5.48933 3.13770 -0.77236
H -4.49838 1.79465 1.03974
N -0.23118 1.86081 0.07519
C 0.40069 1.69008 -1.26298
C -0.23966 2.58401 -2.34263
C 0.73137 2.90253 -3.48642
C 1.87075 3.85725 -3.08607
N 3.14697 3.41859 -3.64651
C 4.33941 3.80997 -3.22522
N 5.43044 3.15538 -3.61409
N 4.45497 4.87363 -2.42622
C 0.39112 0.21770 -1.68885
O 1.25014 -0.12427 -2.59404
O -0.40013 -0.56772 -1.13916
H -1.23921 1.71175 0.00995
H -0.06393 2.81581 0.37242
H 1.44737 1.96798 -1.18030
H -0.56789 3.52153 -1.88285
H -1.12461 2.09454 -2.74208
H 0.17194 3.35284 -4.30508
H 1.14727 1.96033 -3.85193
H 1.98217 3.90591 -1.99819
H 1.64122 4.86192 -3.44614
H 3.12421 2.59187 -4.22004
H 5.36206 2.24798 -4.04263
H 6.34419 3.45098 -3.31918
H 3.67632 5.48731 -2.26766
H 5.36361 5.19644 -2.14298
C -0.66344 -6.60060 -2.78298
Si -1.20042 -5.54318 -1.34377
C -1.30270 -6.50442 0.25142
C -2.74338 -4.57392 -1.81152
C 0.06411 -4.15284 -0.87825
Te 0.74394 -2.95231 -2.46168
C 2.10932 -4.35726 -3.26700
Si 2.82870 -3.52400 -4.85665
C 4.44740 -4.25139 -5.37614
C 3.07435 -1.61012 -4.51724
C 1.37779 -3.57629 -6.04160
H -1.40988 -7.38941 -2.91964
H 0.29479 -7.10050 -2.62059
H -0.62241 -6.05069 -3.72867
H -1.93886 -7.38698 0.14087
H -1.71525 -5.90572 1.06688
H -0.31376 -6.85524 0.55505
H -3.35894 -5.12402 -2.52691
H -2.47628 -3.61494 -2.26743
H -3.37653 -4.37764 -0.94165
H 0.98060 -4.54653 -0.43956
H -0.42962 -3.49043 -0.16728
H 1.51732 -5.22735 -3.56194
H 2.85079 -4.64114 -2.52691
H 5.25655 -3.93950 -4.71544
H 4.69958 -3.94875 -6.39702
H 4.40047 -5.34336 -5.36577
H 4.13705 -1.37461 -4.48005
H 2.54135 -1.53956 -3.53247
H 2.56931 -0.89970 -5.16816
H 1.13757 -4.61001 -6.31044
H 1.60358 -3.06062 -6.97915
H 0.47405 -3.12563 -5.62372
F 2.97406 0.24376 -0.56537
Te 3.40238 -1.03682 -1.97376
F 4.35127 -1.56250 -0.42762
F 5.20040 -0.60251 -2.44860
F 3.45106 0.71246 -2.87009
F 4.16533 -2.73367 -2.48743
O 2.05016 -2.16845 -1.22233
```

As for the net charge: +3. The calculation puts the LUMO energy at -8.9 eV. The orbital gap is 6.2281 eV. The calculation puts the total energy at -109669.586 eV. For the energy relative to the best compared isomer or geometry (same formula, charge and spin), the calculation gives 350.3 kJ/mol. The largest force on an atom is 6.2 eV/A. The value obtained for the HOMO energy is -15.13 eV.

=====

The following is a quantum chemistry calculation of a 2-piece molecular cluster, C4H12 overall, from the Open Molecules 2025 dataset.

The geometry in XYZ format:
```
16
C4H12, DFT the ωB97M-V functional and the def2-TZVPD basis
C 0.02772 0.99626 1.55576
C -0.22190 1.70361 2.89035
H -0.39907 -0.00671 1.51817
H -0.44035 1.51838 0.74221
H 1.08650 0.87265 1.35590
H -1.29316 1.84831 3.04982
H 0.26776 2.67272 2.79379
H 0.08143 1.13833 3.77242
C -0.01745 -2.01890 -2.50961
C 0.21680 -0.64303 -1.87424
H -0.81968 -1.98480 -3.25273
H 0.87504 -2.37554 -3.02286
H -0.30432 -2.76571 -1.76654
H 1.22745 -0.70720 -1.46785
H -0.55525 -0.39105 -1.15181
H 0.26847 0.14270 -2.63277
```

As for the net charge: 0. The calculation puts the LUMO energy at 1.1 eV. The orbital gap is 12.8847 eV. Its structure (SMILES) is CC.CC. The calculation puts the total energy at -4342.358 eV. For the energy relative to the best compared isomer or geometry (same formula, charge and spin), the calculation gives 16.4 kJ/mol. The largest force on an atom is 1.1 eV/A. The value obtained for the HOMO energy is -11.74 eV.

=====

The following is a quantum chemistry calculation of C3H11N3O as an isolated structure, from the Open Molecules 2025 dataset.

The geometry in XYZ format:
```
18
C3H11N3O, DFT the ωB97M-V functional and the def2-TZVPD basis
C -0.20933 -1.42178 0.04695
C -1.52329 -1.36363 -0.14868
N -2.26065 -0.11040 -0.08398
N 0.66120 -2.45908 -0.22751
H 0.30569 -0.54892 0.42406
H -2.08172 -2.25631 -0.43259
H -2.76953 -0.06540 0.79252
H -0.41142 1.43894 -0.47883
H -2.95296 -0.14196 -0.81444
H 0.54013 -2.90433 -1.12513
H 1.61256 -2.14412 -0.11130
N 0.20268 1.81487 0.24341
C 2.09537 1.51510 0.11095
O 2.36599 0.31100 0.05249
H -0.06708 1.32734 1.08886
H -0.04631 2.78395 0.39104
H 2.23878 2.15694 -0.77536
H 2.29990 2.06777 1.04754
```

As for the net charge: 0. The calculation puts the LUMO energy at 0.8 eV. The orbital gap is 8.7228 eV. The calculation puts the total energy at -9805.258 eV. For the energy relative to the best compared isomer or geometry (same formula, charge and spin), the calculation gives 264.7 kJ/mol. The largest force on an atom is 1.5 eV/A. The value obtained for the HOMO energy is -7.90 eV.

=====

Question: Which formula does entry 4 have?
Answer: C3H11N3O